A cluster of 9 separate species, C48H108F6N12O8P in total at a distorted geometry. Source: the Open Molecules 2025 dataset; level of theory: ωB97M-V/def2-TZVPD.

multiplicity: 1
E_LUMO: -11.96 eV
DFT total energy: -111312.61801 eV
net charge: +7
relative energy (zero: lowest compared OMol25 entry of this formula, charge and spin): 0.0 kJ/mol

Each line ends with the Löwdin charge.
CARTESIAN COORDINATES (ANGSTROEM)
P1 0.335 -0.358 -0.458  0.16
F1 1.354 -1.614 -0.617  -0.17
F2 -0.290 -0.967 0.897  -0.16
F3 1.465 0.386 0.510  -0.21
F4 -0.528 0.990 -0.271  -0.16
F5 1.014 0.287 -1.785  -0.18
F6 -0.783 -1.083 -1.351  -0.16
C1 2.333 -7.503 -5.113  -0.06
C2 1.633 -6.708 -4.030  -0.17
N1 2.449 -5.678 -3.380  -0.04
C3 1.998 -4.586 -2.675  -0.01
C4 3.079 -3.967 -2.143  0.00
N2 4.159 -4.791 -2.420  -0.08
C5 3.765 -5.766 -3.221  0.00
C6 5.566 -4.482 -2.133  0.04
H1 2.988 -8.295 -4.752  0.09
H2 2.903 -6.842 -5.769  0.09
H3 1.582 -7.983 -5.736  0.10
H4 1.028 -7.302 -3.344  0.14
H5 0.834 -6.159 -4.549  0.12
H6 0.945 -4.375 -2.643  0.12
H7 3.286 -2.979 -1.772  0.12
H8 4.369 -6.524 -3.693  0.18
H9 6.211 -4.949 -2.870  0.11
H10 5.789 -4.865 -1.140  0.11
H11 5.734 -3.408 -2.137  0.10
C7 5.691 2.546 -0.887  -0.05
C8 4.823 3.058 0.284  -0.16
N3 3.808 3.964 -0.213  -0.04
C9 2.512 3.609 -0.518  0.00
C10 1.904 4.707 -1.019  0.00
N4 2.838 5.724 -1.004  -0.08
C11 3.932 5.271 -0.416  0.00
C12 2.586 7.138 -1.302  0.04
H12 6.185 3.413 -1.329  0.09
H13 5.089 2.043 -1.643  0.07
H14 6.481 1.875 -0.557  0.09
H15 5.521 3.542 0.962  0.14
H16 4.388 2.173 0.743  0.12
H17 2.172 2.595 -0.366  0.12
H18 0.921 4.837 -1.434  0.14
H19 4.837 5.846 -0.286  0.19
H20 2.061 7.576 -0.454  0.11
H21 2.027 7.255 -2.223  0.11
H22 3.508 7.713 -1.372  0.11
C13 -4.354 -1.101 -4.301  -0.04
C14 -3.006 -0.988 -5.015  -0.17
N5 -2.582 0.404 -5.129  -0.04
C15 -2.207 1.253 -4.097  0.00
C16 -2.180 2.506 -4.589  0.01
N6 -2.400 2.396 -5.960  -0.07
C17 -2.751 1.149 -6.214  -0.03
C18 -2.676 3.545 -6.837  0.04
H23 -4.700 -2.130 -4.319  0.09
H24 -5.039 -0.318 -4.618  0.10
H25 -4.224 -0.867 -3.233  0.07
H26 -3.193 -1.348 -6.026  0.13
H27 -2.230 -1.591 -4.552  0.11
H28 -2.118 0.855 -3.099  0.13
H29 -2.218 3.476 -4.125  0.14
H30 -3.134 0.779 -7.153  0.19
H31 -2.884 4.441 -6.256  0.11
H32 -3.581 3.361 -7.411  0.12
H33 -1.828 3.751 -7.486  0.09
C19 -5.074 -0.666 2.207  -0.05
C20 -5.294 -1.172 0.797  -0.14
N7 -4.393 -2.251 0.316  -0.03
C21 -4.847 -3.172 -0.616  0.01
C22 -3.781 -3.896 -0.995  -0.01
N8 -2.720 -3.534 -0.201  -0.07
C23 -3.114 -2.523 0.580  0.00
C24 -1.347 -4.040 -0.411  0.03
H34 -5.021 -1.526 2.891  0.10
H35 -5.970 -0.188 2.597  0.06
H36 -4.190 -0.074 2.428  0.08
H37 -5.020 -0.330 0.149  0.13
H38 -6.306 -1.491 0.579  0.13
H39 -5.897 -3.236 -0.846  0.15
H40 -3.741 -4.766 -1.629  0.15
H41 -2.458 -2.036 1.282  0.16
H42 -1.301 -5.097 -0.168  0.11
H43 -0.710 -3.413 0.206  0.08
H44 -1.157 -3.880 -1.469  0.08
C25 1.387 2.146 3.128  -0.07
O1 2.391 2.594 4.055  -0.21
C26 2.411 1.971 5.342  -0.19
C27 2.907 2.989 6.342  -0.08
N9 1.927 4.129 6.499  0.08
H45 2.412 4.724 7.183  0.19
H46 1.946 4.698 5.652  0.18
C28 0.610 3.894 7.204  -0.08
C29 0.762 3.104 8.471  -0.20
O2 0.992 1.744 8.156  -0.22
C30 1.546 1.027 9.251  -0.07
H47 1.634 2.655 2.203  0.07
H48 0.377 2.406 3.456  0.09
H49 1.469 1.063 3.031  0.08
H50 3.177 1.198 5.222  0.13
H51 1.469 1.521 5.661  0.13
H52 3.783 3.442 5.876  0.15
H53 3.139 2.593 7.321  0.13
H54 -0.109 3.491 6.489  0.14
H55 0.186 4.883 7.389  0.15
H56 -0.156 3.184 9.060  0.15
H57 1.603 3.481 9.070  0.15
H58 1.043 1.262 10.194  0.11
H59 2.628 1.148 9.339  0.10
H60 1.309 -0.033 9.147  0.10
C31 -0.854 2.091 -10.638  -0.05
O3 0.325 1.559 -10.045  -0.15
C32 0.225 1.290 -8.694  -0.25
C33 1.558 0.636 -8.364  -0.06
N10 2.108 0.941 -6.981  0.08
H61 2.977 0.432 -6.815  0.19
H62 2.349 1.933 -6.995  0.19
C34 1.228 0.679 -5.787  -0.09
C35 0.724 -0.744 -5.661  -0.21
O4 -0.234 -0.920 -6.667  -0.22
C36 -0.615 -2.261 -6.892  -0.08
H63 -1.521 1.284 -10.977  0.10
H64 -0.581 2.635 -11.534  0.11
H65 -1.490 2.627 -9.926  0.08
H66 -0.608 0.629 -8.430  0.11
H67 0.126 2.215 -8.089  0.12
H68 2.301 1.085 -9.028  0.15
H69 1.659 -0.428 -8.561  0.15
H70 0.368 1.346 -5.869  0.11
H71 1.758 0.998 -4.889  0.14
H72 0.354 -0.902 -4.639  0.13
H73 1.570 -1.439 -5.780  0.14
H74 -1.096 -2.264 -7.868  0.11
H75 -1.251 -2.702 -6.122  0.07
H76 0.196 -2.997 -6.984  0.10
C37 -8.620 2.427 6.020  -0.05
O5 -8.870 2.177 4.637  -0.19
C38 -7.828 1.567 3.935  -0.24
C39 -7.900 1.967 2.482  -0.08
N11 -8.320 3.429 2.320  0.08
H77 -8.263 3.683 1.332  0.19
H78 -9.324 3.408 2.516  0.19
C40 -7.699 4.502 3.163  -0.06
C41 -6.227 4.697 2.870  -0.21
O6 -5.541 3.479 2.838  -0.20
C42 -4.242 3.641 2.295  -0.08
H79 -8.026 3.345 6.123  0.09
H80 -8.029 1.629 6.473  0.10
H81 -9.576 2.544 6.516  0.11
H82 -7.961 0.477 3.983  0.14
H83 -6.855 1.812 4.378  0.13
H84 -8.766 1.507 2.000  0.14
H85 -6.991 1.707 1.957  0.10
H86 -7.951 4.266 4.190  0.12
H87 -8.217 5.419 2.880  0.16
H88 -5.805 5.452 3.544  0.15
H89 -6.173 5.220 1.898  0.13
H90 -4.290 4.047 1.275  0.09
H91 -3.770 2.665 2.201  0.08
H92 -3.669 4.342 2.907  0.10
C43 6.573 -6.521 6.911  -0.06
O7 6.039 -5.291 6.435  -0.18
C44 5.080 -5.443 5.429  -0.20
C45 5.597 -4.729 4.195  -0.09
N12 6.082 -3.368 4.603  0.07
H93 6.719 -3.462 5.404  0.18
H94 6.643 -3.029 3.823  0.18
C46 5.023 -2.301 4.858  -0.06
C47 4.064 -2.091 3.689  -0.23
O8 3.057 -3.041 3.690  -0.18
C48 2.137 -3.015 2.614  -0.08
H95 5.799 -7.191 7.294  0.10
H96 7.341 -6.363 7.660  0.10
H97 7.052 -7.120 6.122  0.10
H98 4.139 -4.935 5.676  0.13
H99 4.867 -6.488 5.206  0.14
H100 4.913 -4.638 3.353  0.13
H101 6.477 -5.207 3.752  0.15
H102 5.648 -1.407 4.893  0.14
H103 4.536 -2.490 5.809  0.15
H104 4.616 -1.892 2.760  0.14
H105 3.629 -1.114 3.977  0.12
H106 2.562 -3.061 1.603  0.08
H107 1.598 -2.057 2.606  0.08
H108 1.448 -3.841 2.753  0.10